282
Properties=species:S:1:pos:R:3 method="wB97M-V/def2-TZVPD" mol_weight_g_mol=1591.223 charge=0 e_tot_ha=-5975.55495 spin_multiplicity=1
O -32.2160 -2.4371 -2.2366
V -31.9800 -3.1524 -3.6864
O -30.5321 -3.8550 -3.5035
C -30.2373 0.5127 -6.1623
C -30.0848 -0.9325 -5.5854
C -29.0822 -0.9449 -4.4350
O -31.3040 -1.5380 -5.1842
H -30.7301 1.2735 -5.5570
H -30.6654 0.5260 -7.1646
H -29.2456 0.9487 -6.2823
H -29.6053 -1.5357 -6.3563
H -28.7140 -1.9055 -4.0746
H -29.5942 -0.5284 -3.5676
H -28.1818 -0.3918 -4.7024
C -34.8806 -0.0019 -7.4405
C -33.8524 0.9264 -6.6866
C -34.2711 2.4027 -6.5282
O -34.5672 3.1676 -7.6194
C -33.4560 3.6092 -8.3605
N -33.6744 0.3870 -5.3463
H -34.5876 -1.0505 -7.4925
H -34.9663 0.3951 -8.4520
H -35.8116 0.1789 -6.9032
H -32.9097 0.7226 -7.1944
H -33.7358 2.9861 -5.7791
H -35.2465 2.3273 -6.0476
H -33.8098 3.9363 -9.3382
H -32.7088 2.8286 -8.5037
H -33.0004 4.4319 -7.8094
H -32.9934 -0.3409 -5.5090
H -33.1174 0.9760 -4.7439
C -28.2590 -6.0606 -6.8426
C -27.1224 -5.7620 -5.9134
C -27.4456 -4.6745 -4.8247
O -26.4062 -4.5503 -3.8108
C -26.8068 -3.5752 -2.8220
N -26.9161 -6.9881 -5.2314
H -28.7890 -5.1520 -7.1284
H -29.0346 -6.7596 -6.5297
H -27.8370 -6.4672 -7.7617
H -26.2906 -5.4510 -6.5455
H -28.3144 -5.0789 -4.3053
H -27.6379 -3.6855 -5.2404
H -26.7259 -2.5485 -3.1791
H -26.1305 -3.6197 -1.9684
H -27.8422 -3.7716 -2.5436
H -26.8550 -7.7672 -5.8713
H -27.8563 -7.2370 -4.9590
C -32.3129 -6.1741 -2.1740
O -32.9187 -4.9176 -2.4432
C -34.2854 -5.0623 -2.8050
C -34.9233 -3.7406 -3.1579
N -34.1667 -2.8681 -4.1038
C -34.2644 -3.2239 -5.5450
C -33.4748 -4.5476 -6.0544
O -32.2690 -4.7102 -5.2924
C -31.5778 -5.8093 -5.7977
H -32.7876 -6.6817 -1.3343
H -31.3036 -6.0180 -1.7931
H -32.3287 -6.9422 -2.9472
H -34.7288 -5.4872 -1.9046
H -34.5019 -5.6933 -3.6670
H -34.9393 -3.1862 -2.2196
H -35.9446 -3.8829 -3.5111
H -34.5596 -1.9707 -3.8580
H -33.8677 -2.3914 -6.1259
H -35.3105 -3.1400 -5.8394
H -33.3102 -4.4321 -7.1257
H -34.1138 -5.4302 -6.0811
H -31.2788 -5.6322 -6.8308
H -32.2109 -6.6923 -5.8846
H -30.6728 -5.9613 -5.2094
C -32.0144 1.4389 -2.4491
O -33.3163 1.8546 -2.7874
C -34.3693 1.6660 -1.7815
C -34.9577 0.2579 -1.8203
N -35.5741 -0.1691 -3.0783
C -36.8568 0.4906 -3.4430
C -37.9789 -0.0394 -2.5839
O -39.1218 0.5086 -3.0943
C -40.3351 0.1398 -2.5398
H -31.6629 1.7400 -1.4622
H -31.2999 1.8806 -3.1436
H -31.9758 0.3501 -2.4816
H -35.1071 2.3703 -2.1659
H -34.0382 1.9067 -0.7712
H -35.6966 0.1264 -1.0298
H -34.1648 -0.4630 -1.6208
H -34.8921 0.0843 -3.7788
H -37.0264 0.2817 -4.4992
H -36.8794 1.5778 -3.3680
H -37.9162 0.1076 -1.5057
H -38.0119 -1.1234 -2.6935
H -40.4177 -0.9316 -2.3571
H -41.0925 0.4631 -3.2539
H -40.4603 0.7100 -1.6193
C -23.6638 -0.1413 -3.2554
O -24.2364 0.6551 -4.3851
C -23.2249 0.8424 -5.4162
C -24.0923 1.2066 -6.7209
N -24.4875 0.0432 -7.5028
C -25.5068 -0.7259 -6.7431
C -25.9589 -1.9818 -7.5170
O -26.7992 -1.6097 -8.6102
C -27.1848 -2.7008 -9.4272
H -24.4262 -0.4624 -2.5456
H -23.0275 0.5085 -2.6546
H -23.2000 -1.0602 -3.6139
H -22.5375 0.0277 -5.6438
H -22.5317 1.6454 -5.1658
H -23.4656 1.7831 -7.4014
H -24.9660 1.8120 -6.4796
H -25.1139 0.3563 -8.2306
H -26.3411 -0.0990 -6.4281
H -25.0676 -1.0562 -5.8018
H -26.4124 -2.7750 -6.9228
H -25.1243 -2.5339 -7.9492
H -27.7797 -2.3423 -10.2673
H -27.7862 -3.4654 -8.9355
H -26.2894 -3.1055 -9.8989
C -38.1305 -3.9469 -13.1003
O -37.2359 -4.6099 -12.2832
C -36.3162 -5.4213 -13.0301
C -35.3254 -5.9869 -11.9593
N -34.2284 -5.1300 -11.6846
C -34.6303 -4.0491 -10.8183
C -33.4573 -3.2092 -10.1671
O -32.4364 -3.9420 -9.4972
C -31.5384 -3.0644 -8.7644
H -38.5940 -4.3677 -13.9926
H -37.6988 -3.0682 -13.5796
H -39.0130 -3.6560 -12.5306
H -35.7812 -4.8761 -13.8077
H -36.8493 -6.2075 -13.5646
H -34.9434 -6.8461 -12.5106
H -35.7522 -6.4566 -11.0731
H -33.4098 -5.6610 -11.4233
H -35.1532 -4.6046 -10.0398
H -35.3830 -3.4158 -11.2878
H -33.9789 -2.4150 -9.6330
H -32.8625 -2.7316 -10.9457
H -31.0544 -2.2318 -9.2750
H -30.8173 -3.6354 -8.1795
H -32.0701 -2.4543 -8.0343
C -23.9112 -0.1130 -12.9458
O -24.7521 0.7756 -12.3400
C -25.4884 0.1861 -11.2496
C -26.3374 1.3272 -10.5561
N -25.5686 2.2629 -9.8908
C -26.4720 3.3294 -9.2825
C -25.7062 4.5348 -8.6933
O -25.0419 5.4669 -9.6004
C -24.4751 6.5566 -8.8657
H -23.1010 -0.3951 -12.2735
H -23.4327 0.4196 -13.7677
H -24.4419 -1.0117 -13.2602
H -24.8476 -0.4321 -10.6207
H -26.2595 -0.4934 -11.6126
H -26.9700 0.7827 -9.8550
H -26.9805 1.8342 -11.2754
H -24.9794 2.7744 -10.5322
H -27.0737 2.9732 -8.4463
H -27.0333 3.8789 -10.0382
H -24.9221 4.2729 -7.9829
H -26.3391 5.1664 -8.0699
H -25.0414 6.9602 -8.0264
H -24.3938 7.4358 -9.5049
H -23.5528 6.2667 -8.3623
C -30.4007 1.4502 -9.5398
O -30.8603 2.3193 -10.6112
C -29.8383 2.9270 -11.3939
C -30.4609 3.9702 -12.3039
N -31.2977 3.2564 -13.2722
C -31.8486 4.2026 -14.2241
C -32.7966 5.3011 -13.6156
O -34.0401 4.6134 -13.2605
C -34.9426 5.4573 -12.5462
H -29.9519 0.5361 -9.9286
H -31.2511 1.1064 -8.9510
H -29.7985 1.9188 -8.7615
H -29.4358 2.0979 -11.9759
H -28.9986 3.2436 -10.7752
H -29.6946 4.5397 -12.8297
H -31.0478 4.5865 -11.6229
H -31.9069 2.7885 -12.6164
H -32.2533 3.5882 -15.0284
H -31.0692 4.7704 -14.7322
H -33.0381 6.0310 -14.3882
H -32.3207 5.7551 -12.7464
H -34.5285 5.7035 -11.5684
H -35.8550 4.8856 -12.3768
H -35.1750 6.2946 -13.2042
C -26.1014 4.8566 -1.1326
C -26.6113 3.4090 -1.5591
C -28.1046 3.1927 -1.2251
C -28.9963 4.0400 -2.1660
C -28.7056 3.6374 -3.6352
C -27.2355 3.9944 -4.0114
N -26.3825 3.3144 -2.9984
O -25.0379 3.2717 -3.4195
C -27.0003 3.4106 -5.4106
C -27.0221 5.4975 -4.0844
C -25.7647 2.3369 -0.9041
H -25.2438 5.0751 -1.7689
H -25.7526 5.0278 -0.1142
H -26.7721 5.7119 -1.2150
H -28.3448 2.1307 -1.1739
H -28.3269 3.4871 -0.1994
H -28.9382 5.1193 -2.0251
H -30.0450 3.8223 -1.9632
H -29.4375 4.2223 -4.1923
H -28.9077 2.5760 -3.7795
H -26.8013 2.3410 -5.4773
H -27.8130 3.7048 -6.0747
H -26.0913 3.7744 -5.8895
H -25.9764 5.8046 -4.0999
H -27.3466 5.9415 -5.0255
H -27.4018 6.0142 -3.2029
H -25.9187 1.4405 -1.5048
H -26.0448 2.1601 0.1344
H -24.7097 2.6090 -0.9353
H -25.0603 2.3734 -3.7574
C -34.0565 1.4210 -11.4161
C -34.9413 0.4656 -12.2750
C -36.0029 -0.0628 -11.2517
C -37.2454 -0.6502 -11.9454
C -37.9664 0.3052 -12.8702
C -36.9597 0.9508 -13.8638
N -35.6298 1.3480 -13.2629
O -34.8207 2.2066 -14.0182
C -36.6964 0.0910 -15.0811
C -37.6984 2.2271 -14.3469
C -33.9977 -0.6058 -12.9580
H -33.3704 2.0004 -12.0339
H -33.3210 0.9634 -10.7545
H -34.6414 2.1586 -10.8666
H -35.3840 -0.6586 -10.5808
H -36.2935 0.7721 -10.6140
H -37.9393 -0.9560 -11.1624
H -36.9265 -1.5704 -12.4349
H -38.4234 1.0756 -12.2491
H -38.7266 -0.2126 -13.4550
H -35.9115 -0.6490 -14.9243
H -37.6153 -0.3920 -15.4135
H -36.3771 0.6302 -15.9730
H -37.0998 2.7926 -15.0610
H -38.6960 2.2083 -14.7857
H -37.8178 2.8919 -13.4914
H -33.4896 -0.2691 -13.8616
H -34.5522 -1.4882 -13.2776
H -33.1816 -0.8569 -12.2805
H -35.0018 3.0779 -13.6579
C -25.3556 -3.7785 1.3020
C -26.6375 -2.8535 1.6788
C -26.6269 -1.5782 0.7594
C -27.9796 -0.9087 0.6219
C -29.0403 -1.9777 0.1990
C -29.0803 -3.2986 1.0450
N -27.7359 -3.7899 1.3470
O -27.7895 -4.9738 2.1732
C -29.9685 -2.9346 2.2884
C -29.8484 -4.3185 0.1342
C -26.6198 -2.4118 3.1155
H -25.2449 -4.4754 2.1328
H -24.4537 -3.1705 1.3733
H -25.3690 -4.2450 0.3170
H -25.8853 -0.8401 1.0649
H -26.1458 -1.8459 -0.1813
H -27.9858 -0.1894 -0.1970
H -28.1956 -0.2013 1.4224
H -28.7636 -2.2048 -0.8305
H -29.9828 -1.4301 0.1932
H -30.0869 -3.7677 2.9812
H -29.5628 -2.1210 2.8898
H -30.9849 -2.6384 2.0288
H -29.2404 -4.3836 -0.7681
H -29.7542 -5.3497 0.4745
H -30.9183 -4.1878 -0.0285
H -25.5894 -2.2089 3.4076
H -26.9656 -3.1870 3.7993
H -27.2659 -1.5551 3.3068
H -27.5916 -5.6296 1.5007